Record 1
This record from OMol25 describes the ion C24H32N3O2 with charge +1. The level of theory is ωB97M-V/def2-TZVPD.

The value obtained for the HOMO energy is -11.151 eV. As for the SMILES: COc1cccc(C(=O)N2CCN([C@H]3CC[N@H+](Cc4ccccc4)CC3)CC2)c1. The LUMO energy comes out at -1.99 eV. As for the HOMO-LUMO gap: 9.2 eV.

The geometry in ORCA input format:
```
! RIJCOSX wB97M-V def2-TZVPD def2/J DEFGRID3
* xyz 1 1
C 4.521 -0.710 -4.401
O 4.106 0.595 -4.062
C 3.324 0.778 -2.981
C 2.927 2.096 -2.728
C 2.118 2.387 -1.654
C 1.690 1.379 -0.802
C 2.090 0.071 -1.036
C 1.593 -1.067 -0.203
O 0.699 -1.800 -0.603
N 2.201 -1.272 0.992
C 2.859 -0.235 1.745
C 1.806 0.465 2.646
N 0.582 -0.342 2.655
C -0.537 0.225 3.424
C -0.974 1.585 2.851
C -1.668 1.398 1.491
N -1.424 0.035 0.979
C -1.735 -0.129 -0.469
C -3.198 0.037 -0.777
C -3.727 1.292 -1.054
C -5.075 1.439 -1.334
C -5.907 0.332 -1.343
C -5.385 -0.924 -1.083
C -4.038 -1.072 -0.803
C -2.109 -0.952 1.841
C -1.790 -0.662 3.315
C 0.970 -1.700 3.045
C 1.711 -2.330 1.849
C 2.894 -0.235 -2.127
H 5.140 -1.151 -3.615
H 5.114 -0.602 -5.307
H 3.665 -1.361 -4.604
H 3.267 2.868 -3.399
H 1.815 3.408 -1.474
H 1.054 1.618 0.037
H 3.638 -0.700 2.353
H 3.327 0.481 1.071
H 1.593 1.452 2.240
H 2.203 0.595 3.663
H -0.264 0.350 4.483
H -0.130 2.266 2.764
H -1.666 2.042 3.558
H -1.286 2.117 0.764
H -2.747 1.542 1.569
H -0.402 -0.165 1.170
H -1.145 0.610 -1.016
H -1.384 -1.120 -0.767
H -3.083 2.159 -1.074
H -5.473 2.418 -1.553
H -6.956 0.447 -1.565
H -6.026 -1.792 -1.106
H -3.632 -2.057 -0.625
H -1.754 -1.941 1.547
H -3.184 -0.899 1.656
H -1.685 -1.594 3.867
H -2.611 -0.119 3.782
H 0.099 -2.304 3.286
H 1.615 -1.675 3.934
H 2.552 -2.939 2.190
H 1.046 -2.952 1.248
H 3.170 -1.263 -2.293
*
```



Record 2
This record from OMol25 describes a cluster of 2 separate species, C3H4Se in total in a non-equilibrium geometry. The level of theory is ωB97M-V/def2-TZVPD.

The value obtained for the HOMO energy (alpha / beta) is -8.909 / -8.554 eV. The LUMO energy (alpha / beta) comes out at -1.39 / -1.67 eV. As for the HOMO-LUMO gap (alpha / beta): 7.5 / 6.9 eV.

The geometry in ORCA input format:
```
! RIJCOSX wB97M-V def2-TZVPD def2/J DEFGRID3
* xyz 0 1
C 0.498 2.012 -1.313
C 0.729 1.095 -0.577
C 0.087 -0.927 1.134
Se -1.620 -1.211 0.606
H 0.447 2.826 -1.985
H 0.262 -0.264 1.958
H 0.901 -1.473 0.702
H -1.305 -2.059 -0.525
*
```



Record 3
This record from OMol25 describes a cluster of 2 separate species, C3H5O2 in total in a non-equilibrium geometry. The level of theory is ωB97M-V/def2-TZVPD.

The value obtained for the HOMO energy (alpha / beta) is -10.535 / -17.687 eV. As for the expectation value of S²: 2.01. The LUMO energy (alpha / beta) comes out at -5.66 / -6.28 eV. As for the HOMO-LUMO gap (alpha / beta): 4.9 / 11.4 eV.

The geometry in ORCA input format:
```
! RIJCOSX wB97M-V def2-TZVPD def2/J DEFGRID3
* xyz 1 3
C 2.209 0.984 -0.248
C -2.009 0.070 0.030
C -1.096 -0.978 0.103
O -2.793 0.845 -0.073
O 1.343 0.507 0.435
H 3.243 0.919 0.116
H 1.738 1.651 -0.999
H -0.651 -1.286 -0.761
H -1.630 -2.014 0.530
H -0.355 -0.698 0.866
*
```



Record 4
This record from OMol25 describes the ion C4H14N3 with charge +1 in a non-equilibrium geometry. The level of theory is ωB97M-V/def2-TZVPD.

The value obtained for the HOMO energy is -13.251 eV. As for the SMILES: NCCNCC[NH3+]. The LUMO energy comes out at -3.21 eV. As for the HOMO-LUMO gap: 10.0 eV.

The geometry in ORCA input format:
```
! RIJCOSX wB97M-V def2-TZVPD def2/J DEFGRID3
* xyz 1 1
N -2.551 -0.661 -0.887
C -2.256 0.456 0.030
C -0.892 0.109 0.744
N 0.103 -0.449 -0.248
C 1.339 -1.021 0.361
C 2.348 0.182 0.543
N 1.886 1.197 -0.466
H -3.049 -1.419 -0.404
H -3.189 -0.419 -1.596
H -3.044 0.733 0.770
H -1.901 1.214 -0.711
H -0.550 0.932 1.336
H -0.968 -0.632 1.526
H -0.585 -1.143 -0.590
H 1.683 -1.839 -0.372
H 1.160 -1.353 1.372
H 3.367 -0.044 0.300
H 2.341 0.795 1.545
H 2.569 1.172 -1.222
H 0.926 0.896 -0.825
H 1.944 2.142 0.007
*
```



Record 5
This record from OMol25 describes a cluster of 3 separate species, C27H55BN3O15P2S in total in a non-equilibrium geometry. The level of theory is ωB97M-V/def2-TZVPD.

The value obtained for the HOMO energy is -11.119 eV. The LUMO energy comes out at -2.28 eV. As for the HOMO-LUMO gap: 8.8 eV.

The geometry in ORCA input format:
```
! RIJCOSX wB97M-V def2-TZVPD def2/J DEFGRID3
* xyz 1 1
C -3.265 -0.577 -4.940
C -1.810 -0.334 -4.510
C -1.645 0.970 -3.707
C -1.592 2.118 -4.735
C -0.498 0.963 -2.643
B -0.532 2.366 -1.859
O -1.701 3.072 -1.856
O 0.605 2.865 -1.248
C -0.834 -0.138 -1.574
P -2.523 0.244 -0.715
O -2.432 -0.685 0.607
O -3.450 -0.707 -1.652
N 0.244 -0.529 -0.694
C 0.328 0.054 0.604
O 0.219 -0.970 1.588
C 0.427 -0.506 2.888
O 1.787 -0.365 3.187
C 2.308 0.943 3.353
C 3.273 1.007 4.537
O 2.854 1.916 5.550
C 1.414 -1.133 -1.350
C 2.613 -1.345 -0.401
C 2.645 -2.537 0.552
O 3.709 -2.256 1.470
C 3.600 -2.955 2.636
O 4.409 -3.758 2.997
C 1.102 -2.568 -1.947
C 0.484 -2.684 -3.359
C 0.306 -3.547 -1.061
C -1.121 -3.216 -0.633
C 1.958 -0.059 -2.451
S 2.935 -0.794 -3.840
P 3.217 1.374 -1.909
O 4.559 0.444 -1.850
O 2.920 1.664 -0.321
N 0.844 0.649 -3.268
N 1.400 1.806 -3.954
H -3.300 -1.147 -5.868
H -3.785 0.364 -5.122
H -3.806 -1.142 -4.183
H -1.453 -1.223 -4.003
H -1.217 -0.249 -5.431
H -2.577 1.157 -3.170
H -0.686 2.121 -5.340
H -1.790 3.091 -4.286
H -2.399 1.955 -5.450
H -1.917 3.390 -0.972
H 0.753 3.781 -1.506
H -1.076 -1.016 -2.180
H -2.847 -1.547 0.481
H -4.169 -0.178 -2.052
H -0.504 0.755 0.755
H 1.226 0.633 0.788
H -0.114 0.437 3.049
H 0.007 -1.269 3.542
H 1.518 1.688 3.500
H 2.839 1.224 2.438
H 3.448 0.009 4.945
H 4.220 1.417 4.190
H 1.986 1.644 5.863
H 3.500 -1.459 -1.020
H 2.807 -0.496 0.231
H 2.890 -3.468 0.036
H 1.710 -2.677 1.094
H 2.718 -2.684 3.235
H 2.085 -3.036 -2.034
H 1.040 -3.416 -3.945
H -0.542 -3.057 -3.308
H 0.465 -1.781 -3.950
H 0.244 -4.453 -1.676
H 0.849 -3.875 -0.180
H -1.109 -2.538 0.218
H -1.751 -2.835 -1.438
H -1.584 -4.140 -0.282
H 3.696 -1.612 -3.112
H 5.319 1.011 -1.674
H 2.879 2.620 -0.208
H 0.653 -0.012 -4.029
H 1.642 1.526 -4.900
H 0.666 2.496 -4.033
O -5.292 1.096 -2.626
C -6.432 0.764 -2.852
O -7.457 1.468 -2.372
C -8.712 0.824 -2.687
C -8.400 -0.061 -3.888
C -6.939 -0.430 -3.632
H -9.024 0.251 -1.813
H -9.451 1.593 -2.887
H -9.069 -0.913 -3.974
H -8.475 0.522 -4.806
H -6.838 -1.317 -3.002
H -6.360 -0.567 -4.542
O 4.593 3.976 11.402
C 4.499 3.125 10.572
O 5.311 3.075 9.488
C 4.907 2.016 8.604
C 4.124 1.042 9.479
C 3.498 1.984 10.506
H 4.293 2.443 7.809
H 5.797 1.574 8.163
H 3.407 0.448 8.916
H 4.811 0.359 9.979
H 2.543 2.390 10.168
H 3.372 1.538 11.489
*
```



Record 6
This record from OMol25 describes a structure of composition C26H40BIrN7SSe2SiTe2 in a non-equilibrium geometry. The level of theory is ωB97M-V/def2-TZVPD.

The value obtained for the HOMO energy (alpha / beta) is -6.992 / -6.976 eV. As for the expectation value of S²: 0.76. The LUMO energy (alpha / beta) comes out at -0.50 / -1.70 eV. As for the HOMO-LUMO gap (alpha / beta): 6.5 / 5.3 eV.

The geometry in ORCA input format:
```
! RIJCOSX wB97M-V def2-TZVPD def2/J DEFGRID3
* xyz 0 2
Ir 0.278 -0.017 0.085
C 3.277 2.660 -2.356
C 2.290 1.596 -2.855
C 0.865 2.133 -2.971
C 2.522 0.258 -2.170
C 3.503 -0.609 -2.664
C 3.500 -1.703 -1.835
N 2.562 -1.511 -0.907
N 1.969 -0.319 -1.085
B 2.176 -2.422 0.241
N 0.725 -2.929 0.072
C 0.332 -4.200 -0.074
C -1.037 -4.244 0.016
C -1.444 -2.919 0.250
N -0.360 -2.130 0.266
C -2.886 -2.507 0.424
C -3.635 -3.574 1.231
C -3.115 -1.150 1.067
N 2.237 -1.623 1.556
C 2.739 -2.024 2.731
C 2.141 -1.306 3.736
C 1.219 -0.463 3.095
N 1.306 -0.655 1.775
C 0.180 0.387 3.746
C -0.916 -0.534 4.297
C 0.760 1.249 4.863
H 3.211 3.542 -2.996
H 3.060 2.974 -1.336
H 4.301 2.288 -2.384
H 2.599 1.374 -3.881
H 0.446 2.451 -2.015
H 0.884 3.010 -3.623
H 0.200 1.392 -3.410
H 4.128 -0.429 -3.522
H 4.088 -2.605 -1.834
H 2.928 -3.358 0.271
H 1.061 -4.981 -0.217
H -1.665 -5.114 -0.049
H -3.317 -2.489 -0.583
H -3.204 -3.668 2.230
H -4.682 -3.289 1.339
H -3.604 -4.554 0.756
H -2.869 -1.171 2.131
H -2.533 -0.369 0.599
H -4.168 -0.875 0.978
H 3.485 -2.801 2.759
H 2.329 -1.376 4.794
H -0.251 1.036 2.983
H -0.535 -1.119 5.137
H -1.766 0.054 4.647
H -1.264 -1.234 3.536
H 1.170 0.623 5.660
H 1.543 1.910 4.496
H -0.023 1.874 5.293
Se 1.198 2.248 0.365
Te 0.193 3.728 2.153
Te 3.357 2.034 1.769
Se 4.877 0.613 0.621
C -3.926 -1.483 -3.793
Si -3.514 0.302 -4.141
C -2.145 0.436 -5.401
C -5.026 1.183 -4.797
C -3.037 1.135 -2.520
C -3.762 2.202 -2.005
C -3.423 2.793 -0.793
C -2.367 2.263 -0.085
N -1.656 1.229 -0.554
C -1.947 0.698 -1.746
S -0.810 -0.536 -2.155
H -4.273 -1.987 -4.699
H -4.714 -1.559 -3.040
H -3.046 -2.013 -3.422
H -2.496 0.067 -6.368
H -1.271 -0.147 -5.107
H -1.835 1.476 -5.531
H -5.346 0.713 -5.730
H -4.819 2.235 -5.012
H -5.865 1.135 -4.099
H -4.606 2.593 -2.563
H -3.971 3.635 -0.396
H -2.071 2.656 0.875
*
```



Record 7
This record from OMol25 describes a structure of composition C4H12NO4PS in a non-equilibrium geometry. The level of theory is ωB97M-V/def2-TZVPD.

The value obtained for the HOMO energy is -9.097 eV. The LUMO energy comes out at 0.77 eV. As for the HOMO-LUMO gap: 9.9 eV.

The geometry in ORCA input format:
```
! RIJCOSX wB97M-V def2-TZVPD def2/J DEFGRID3
* xyz 0 1
C 0.744 -2.527 -1.119
C -3.071 0.724 0.988
C 0.677 -1.996 0.296
C -2.160 0.241 -0.083
N 3.498 1.742 -0.217
O 1.216 1.645 0.940
O 1.662 3.429 -0.411
O 1.092 -0.681 0.399
O -0.812 0.837 -0.076
P 0.194 0.462 1.167
S 2.002 1.827 -0.513
H 1.548 -2.036 -1.636
H 0.757 -3.623 -1.206
H -0.160 -2.157 -1.637
H -2.818 0.313 1.974
H -3.034 1.842 1.047
H -4.073 0.424 0.718
H 1.284 -2.781 0.798
H -0.405 -2.005 0.638
H -2.662 0.590 -1.135
H -1.868 -0.890 -0.133
H 3.875 0.845 -0.714
H 2.512 3.774 -0.082
*
```



Record 8
This record from OMol25 describes a cluster of 8 separate species, C20H33Cl15O3 in total in a non-equilibrium geometry. The level of theory is ωB97M-V/def2-TZVPD.

The value obtained for the HOMO energy is -10.686 eV. As for the SMILES: CCCCCCC1=C([C@H](Cl)CC)C(=O)OC1=O.ClCCl.ClCCl.ClCCl.ClCCl.ClCCl.ClCCl.ClCCl. The LUMO energy comes out at -0.83 eV. As for the HOMO-LUMO gap: 9.9 eV.

The geometry in ORCA input format:
```
! RIJCOSX wB97M-V def2-TZVPD def2/J DEFGRID3
* xyz 0 1
C -0.781 1.128 -1.195
C -0.037 0.945 0.152
C -0.087 -0.471 0.731
C -1.487 -1.115 0.747
C -1.478 -2.603 0.334
C -1.365 -3.560 1.551
C 0.025 -4.003 1.782
C 0.847 -4.694 1.006
C 0.659 -5.275 -0.356
Cl -1.045 -5.596 -0.787
C 1.423 -6.615 -0.477
C 2.096 -6.803 -1.851
C 2.116 -4.750 1.781
O 3.128 -5.278 1.554
O 2.018 -3.985 2.945
C 0.703 -3.656 3.063
O 0.197 -3.223 4.008
H -0.121 1.558 -1.949
H -1.564 1.861 -1.037
H -1.175 0.194 -1.583
H 1.014 1.159 -0.044
H -0.356 1.706 0.858
H 0.238 -0.395 1.768
H 0.621 -1.111 0.206
H -1.887 -1.017 1.754
H -2.198 -0.621 0.091
H -0.610 -2.755 -0.301
H -2.371 -2.808 -0.243
H -1.734 -3.010 2.411
H -2.052 -4.386 1.425
H 1.054 -4.555 -1.064
H 0.669 -7.385 -0.358
H 2.126 -6.760 0.334
H 1.582 -6.217 -2.604
H 2.078 -7.859 -2.093
H 3.139 -6.519 -1.758
Cl 0.133 4.010 -2.520
C 0.218 4.756 -0.917
Cl -1.370 5.300 -0.363
H 0.594 4.020 -0.213
H 0.888 5.607 -0.963
Cl -1.363 10.662 -1.270
C -1.332 9.068 -0.508
Cl 0.289 8.645 0.058
H -2.001 9.077 0.345
H -1.655 8.328 -1.230
Cl -4.779 4.394 0.645
C -5.444 6.020 0.838
Cl -4.230 7.268 0.531
H -6.260 6.149 0.136
H -5.804 6.129 1.855
Cl 0.441 7.570 -2.840
C 1.013 7.285 -4.489
Cl 2.721 7.699 -4.665
H 0.881 6.234 -4.724
H 0.432 7.897 -5.169
Cl 7.695 -3.414 0.489
C 5.972 -3.527 0.116
Cl 5.675 -3.474 -1.628
H 5.589 -4.463 0.506
H 5.459 -2.693 0.581
Cl -3.722 1.802 -3.284
C -4.319 3.458 -3.117
Cl -3.042 4.648 -3.385
H -5.103 3.617 -3.849
H -4.710 3.589 -2.114
Cl 2.678 -6.822 5.157
C 2.301 -5.314 6.002
Cl 2.568 -5.457 7.744
H 2.941 -4.530 5.614
H 1.261 -5.065 5.829
*
```



For each record above, in turn, the calculated E values are -33967.173, -68515.275, -7273.608, -8837.932, -94158.509, -205553.358, -34145.554, -215254.190 eV.